# 1
# C25H33MgN7O2

A structure of composition C25H33MgN7O2 in a non-equilibrium geometry (wB97M-V/def2-TZVPD, OMol25).

```
68
Properties=species:S:1:pos:R:3
H -2.55820 -3.53780 -4.41120
H 2.35070 -2.88800 2.16950
H -2.18730 -1.37480 -3.47510
H 2.91950 -3.13310 4.50120
C -1.80800 1.82530 -3.81420
C 2.36480 -2.25810 4.18310
H -2.46340 4.00010 -0.62580
H -4.41500 -1.89150 -0.86530
N -1.70300 -0.98610 -0.82480
H 3.22810 0.51850 0.16240
C -2.97080 -0.32290 -0.97470
N 1.45280 0.64600 -1.32240
H 4.28420 -1.47160 -0.65050
H -3.26000 -1.40260 3.19700
H -3.27740 -0.19560 -2.01810
C 2.33330 1.03750 -2.12380
C -2.16750 0.13840 2.17470
H -2.58190 3.49720 -2.75660
H -2.11650 0.75980 3.07770
H -2.83850 -2.42650 0.98450
N -1.93840 3.15950 -0.45630
N -0.92730 -0.58410 1.85630
C 2.02590 -1.30340 5.20370
C 0.04090 -2.61650 -1.25740
C -1.26170 -1.91180 -1.59830
H -4.92380 -0.41810 -0.06660
H 0.73520 0.12180 6.03200
C 1.31050 -1.00270 2.26170
H -4.27100 -0.16550 2.47500
H -2.24700 0.83540 -3.66240
Mg 0.00000 0.00000 0.00000
C -3.67250 -1.72920 1.12430
C 3.29710 -1.59400 -0.18740
H -2.43420 -5.54710 -3.04260
H 3.35960 -2.52010 0.39110
C 3.03260 -0.40180 0.72680
H -2.36760 0.88060 1.39650
C -3.38290 -0.78530 2.29710
H 3.75840 -0.39420 1.54970
H 2.50750 -2.65780 -1.85710
N 0.91920 -1.75240 -0.67550
O 3.15950 1.40480 -2.87580
C 2.07520 -2.12580 2.88410
C -0.13260 -0.57130 4.20880
N -2.06120 2.64110 -2.65620
C -4.06260 -1.08120 -0.21300
H -1.11650 -0.34920 4.60920
C -1.78730 -4.71330 -2.79170
H 2.72450 -1.21490 6.02790
H 2.34650 -0.92270 -1.98630
N 1.66470 -0.31360 1.22930
H -2.25740 2.30390 -4.68720
C 0.91410 -0.55940 5.20650
H -1.63220 2.94750 0.48310
C 2.25100 -1.76010 -1.28180
C -1.60910 2.27620 -1.42630
H -0.72850 1.72450 -3.95660
H -0.64670 -5.89940 -1.50200
O -0.96920 1.26430 -1.18140
H -0.09740 1.48500 0.96490
C -1.88630 -2.25150 -2.91690
H -4.51950 -2.35920 1.42890
H 1.12390 -4.37180 -1.15760
H -2.88880 0.69930 -0.59530
C -0.03810 -0.71900 2.86940
C -2.08350 -3.46640 -3.43890
C -0.78420 -4.91190 -1.93200
C 0.18240 -3.93900 -1.48790
```

Values from the calculation:
HOMO-LUMO gap (spin up / spin down): 3.9 / 3.9 eV
E_HOMO (spin up / spin down): 0.622 / 0.621 eV
total charge: -2
multiplicity: 1

natural (NBO) atomic charge list, values in e, 4 entries: atom 1 (H): 0.180, atom 2 (H): 0.205, atom 3 (H): 0.191, atom 4 (H): 0.176

---

# 2
# C25H33NNiOPSe2

A structure of composition C25H33NNiOPSe2 (wB97M-V/def2-TZVPD, OMol25).

```
64
Properties=species:S:1:pos:R:3
H 1.51386 -2.03601 2.24425
C -3.94559 -2.86792 -1.67747
H 3.56182 3.14316 -2.42125
C -0.69011 -0.73895 1.91325
H -4.67953 -0.86096 -1.88368
H -0.11950 -0.52595 -3.30631
H -2.29875 -2.24930 4.48239
H -2.28816 5.02342 1.76497
H 4.11591 -4.53998 -0.05044
C 1.48433 -2.68313 -1.08270
Ni 0.35661 1.32827 -0.11548
C 1.42906 2.98466 -2.56940
C 1.81271 -2.45014 1.28902
H 0.19816 2.29257 1.99130
H -0.93276 -3.73655 -0.40300
H -1.36781 -0.29988 5.69121
C 2.55857 -3.55277 -1.14887
H 3.44677 -3.56831 2.11735
P -0.23904 -0.89876 0.15454
C 3.79136 0.04371 -0.74178
H -2.96831 -4.74865 -1.35555
C -1.33569 4.79500 1.28193
C -1.74900 -3.10415 -0.72616
H -1.85868 -2.53556 2.07379
H 3.18401 -0.58158 -1.38962
H -1.14967 5.54138 0.50846
C -1.35305 3.40908 0.65253
H 2.84034 -3.99652 -2.09520
H 1.15666 3.80211 -1.90040
C -0.42206 0.52107 3.95716
H -2.64332 0.16343 -0.92960
N 0.54991 1.34766 1.84263
C -1.17718 -0.42301 4.63347
C -3.85919 -1.48733 -1.55947
H 4.78138 0.20348 -1.15955
H -0.54048 4.87979 2.02369
H 3.01870 1.53709 -2.89916
C -2.71611 -0.91349 -1.02812
H 1.52596 1.36040 2.12090
C -1.69990 -1.51967 3.95386
H 1.55205 -0.18030 -2.78950
C 3.27440 -3.86181 0.00280
C -1.45445 -1.67989 2.60165
H 0.89374 0.55474 -4.28645
C -0.19648 0.36280 2.59783
Se 2.92755 1.75712 -0.42339
C -2.49340 3.29599 -0.34951
H 1.38941 3.32537 -3.60364
H 3.88127 -0.43745 0.23016
H -1.56575 2.66978 1.45324
Se -0.04103 1.73826 -2.29379
H -4.83580 -3.31990 -2.09510
H -2.52482 2.31286 -0.81945
C 1.10603 -2.12159 0.13841
H 0.91956 -2.45837 -1.97812
H -3.45649 3.46406 0.13580
H -2.37121 4.04083 -1.13966
H -0.02564 1.38677 4.47376
C 2.78969 2.39163 -2.26451
C 2.90033 -3.31518 1.21822
C -1.65738 -1.71928 -0.60672
C -2.89523 -3.67303 -1.26286
O -0.07718 3.18483 0.08199
C 0.66862 0.22406 -3.27465
```

Values from the calculation:
HOMO-LUMO gap (spin up / spin down): 8.3 / 8.2 eV
E_HOMO (spin up / spin down): -11.029 / -10.920 eV
total charge: +1
multiplicity: 1

natural (NBO) atomic charge list, values in e, 4 entries: atom 1 (H): 0.215, atom 2 (C): -0.166, atom 3 (H): 0.249, atom 4 (C): -0.392

---

In order of appearance, ΔE to the lowest compared entry with this formula, charge and spin = 0.0, 27.7 kJ/mol.